DFT (the ωB97M-V functional and the def2-TZVPD basis) results for a 2-piece molecular cluster, C5H14NO2 overall.

As for the spin multiplicity: 2. As for the expectation value of S²: 0.7556. For the frontier orbital gap (alpha / beta), the calculation gives 9.9 / 6.5 eV.

XYZ file:
```
22
Properties=species:S:1:pos:R:3:forces:R:3
C 2.8532 0.1836 0.0376 -3.1 1.6 -3.0
N 1.8470 -0.7176 -0.6938 1.3 -0.3 1.2
C 0.4936 -0.9737 -0.0444 1.8 -0.2 -1.7
C -0.0640 0.3541 0.3326 -0.8 1.9 2.2
C -1.2302 0.4262 1.4011 1.8 -3.1 -0.1
O -1.8608 1.5854 1.3708 -0.1 -0.1 1.4
C -0.4000 -1.5177 -1.1665 -0.7 -1.1 -0.9
H 3.6130 -0.3027 0.5099 2.3 -1.6 1.0
H 2.3528 0.7771 0.7892 0.0 0.0 0.2
H 3.2077 0.9307 -0.7413 0.0 -1.0 1.0
H 2.3754 -1.5961 -0.9202 -1.2 1.0 0.3
H 0.5295 -1.6793 0.8366 0.0 0.6 -0.7
H 0.6757 1.0521 0.7542 0.0 -0.7 0.4
H -0.3736 1.0246 -0.4410 -0.5 -0.4 -1.4
H -2.0066 -0.4902 1.2502 1.1 1.9 0.3
H -0.7146 0.1427 2.4234 -1.4 0.6 -1.2
H -1.2341 -1.9868 -0.6247 -0.2 -0.1 -0.6
H -0.0007 -2.2909 -1.9228 -0.1 1.0 1.6
H -0.8145 -0.7071 -1.8181 0.5 -0.5 0.7
H -2.7825 2.1403 0.2765 -1.1 0.3 -1.8
H -3.1194 1.4426 -1.0455 0.4 -1.6 -1.1
O -3.3469 2.2025 -0.5640 0.1 1.5 2.1
```
Forces are in eV/Å.

Löwdin atomic charge list, values in e, 8 entries: C -0.0933; N -0.0832; C -0.4084; C -0.1934; C -0.2985; O 0.0096; C -0.0832; H 0.0277



DFT (the ωB97M-V functional and the def2-TZVPD basis) results for a 2-piece molecular cluster, C4H12NO2P overall.

Its structure (SMILES) is CC(C)=N.CP(O)O. For the frontier orbital gap, the calculation gives 9.7 eV.

XYZ file:
```
20
Properties=species:S:1:pos:R:3:forces:R:3
C -1.5425 -1.6669 0.3341 1.5 -2.0 3.9
C -1.6008 -0.2321 0.3965 -1.8 2.8 0.3
C -2.1899 0.3549 -0.8960 -1.8 2.8 2.6
N -1.3492 0.4343 1.4648 0.1 -1.3 -0.5
H -1.2194 -1.9012 -0.6073 1.3 -1.0 -2.4
H -2.4853 -2.2039 0.4292 -0.3 0.4 0.3
H -0.7898 -2.0487 1.1656 -1.7 0.4 -1.8
H -3.3328 0.1381 -0.8509 2.0 0.4 -0.4
H -1.9934 1.4816 -0.9858 -0.7 -1.3 0.6
H -1.7334 0.0413 -1.7569 0.9 -1.6 -2.1
H -1.4158 1.4381 1.3488 -0.2 0.1 -0.3
C 2.9600 1.3490 -0.0089 -2.4 0.2 -0.4
P 1.1838 0.6463 -0.1355 1.8 0.5 0.5
O 1.4543 -0.3195 -1.3974 -1.2 0.1 -1.2
O 1.3756 -0.5167 1.0182 1.6 0.1 -0.9
H 3.0462 2.1859 -0.6945 -0.3 0.5 0.1
H 2.8973 1.6780 1.0230 1.1 0.0 0.2
H 3.7088 0.6720 -0.3753 0.5 -0.7 0.7
H 2.2161 -0.8493 -1.2210 0.9 -0.8 0.0
H 0.8100 -0.6812 1.7494 -1.3 0.5 0.7
```
Forces are in eV/Å.

Löwdin atomic charge list, values in e, 8 entries: C -0.0735; C -0.5806; C -0.0638; N 0.0943; H 0.0436; H 0.0939; H 0.1260; H 0.1214



DFT (the ωB97M-V functional and the def2-TZVPD basis) results for an isolated ion of composition C2H2O5S and charge -2.

Its charge is -2. For the frontier orbital gap, the calculation gives 6.5 eV.

XYZ file:
```
10
Properties=species:S:1:pos:R:3:forces:R:3
C -1.0759 1.1708 -0.3337 -1.3 1.5 0.0
C 0.2570 0.3931 -0.2044 -0.8 -0.8 3.5
O -2.0102 0.8895 0.4647 0.8 -0.2 -0.2
O 0.5046 -2.1523 -1.2660 0.0 0.3 -0.3
O -1.1799 2.0763 -1.2449 0.9 -1.2 0.6
O 0.7481 -1.7170 1.1599 -0.5 -1.4 0.0
O 0.9630 0.6116 1.1124 -0.8 1.8 -2.7
S -0.1406 -1.4992 -0.0754 0.6 0.1 0.4
H 0.8297 0.5380 -1.0727 1.3 0.2 -0.9
H 1.1042 -0.3108 1.4602 -0.3 -0.2 -0.5
```
Forces are in eV/Å.

Löwdin atomic charge list, values in e, 8 entries: C -0.7301; C -0.3317; O -0.1269; O -0.6271; O -0.1694; O -0.5921; O -0.1811; S 0.7272



DFT (the ωB97M-V functional and the def2-TZVPD basis) results for one molecule with the formula CH4OS.

Its structure (SMILES) is OCS. For the frontier orbital gap, the calculation gives 10.7 eV.

XYZ file:
```
7
Properties=species:S:1:pos:R:3:forces:R:3
O -0.4495 0.1466 -1.3389 1.1 -0.4 2.3
C 0.1482 0.5324 0.0034 1.9 -3.0 -3.4
S 0.9238 -0.9231 0.9949 -2.6 1.4 -0.6
H -0.5342 -0.8131 -1.2473 -0.1 0.2 -0.4
H 0.8816 1.2600 -0.2536 1.0 0.2 0.1
H -0.5897 1.0240 0.4609 -2.9 1.3 2.6
H 2.1258 -0.6202 0.6647 1.6 0.3 -0.5
```
Forces are in eV/Å.

Charges obtained by Löwdin population analysis, quoted in units of e: O -0.1578; C -0.4481; S 0.6981; H 0.0409; H 0.0590; H 0.0135; H -0.2057



DFT (the ωB97M-V functional and the def2-TZVPD basis) results for a 2-piece molecular cluster, C5H13NO overall.

Its charge is -1. As for the spin multiplicity: 2. As for the expectation value of S²: 0.7504. For the frontier orbital gap (alpha / beta), the calculation gives 2.5 / 8.1 eV.

XYZ file:
```
20
Properties=species:S:1:pos:R:3:forces:R:3
C -0.7450 1.8825 1.6946 2.0 0.1 -1.1
N 0.1609 1.1481 0.8046 -0.4 -1.6 -0.8
C 1.5126 1.2915 0.2715 0.7 0.8 1.4
C 1.8417 -0.0164 -0.3978 -1.1 -0.6 -2.8
C 0.4785 -0.3862 -0.9719 -2.4 -0.2 0.5
C -0.4591 -0.0574 0.2093 -0.3 1.2 -0.9
H -1.3421 1.0650 2.1491 0.3 1.0 0.6
H -1.4138 2.5419 1.1145 -0.1 -0.1 0.2
H -0.1059 2.5554 2.3327 -1.0 -0.8 0.1
H 1.7728 2.0407 -0.5227 -1.0 0.2 0.6
H 2.1972 1.4982 1.1061 0.2 0.1 -0.1
H 2.1499 -0.8969 0.1325 0.7 0.1 0.8
H 2.3886 0.1604 -1.3426 0.8 -0.2 0.9
H 0.1978 -1.3694 -1.3592 0.9 -0.5 0.4
H 0.1873 0.2022 -1.8400 0.2 0.7 0.1
H -1.4724 0.2449 -0.1415 0.4 -0.6 0.1
H -0.5568 -0.9101 0.9033 0.0 0.3 0.0
H -2.6974 -3.2599 -0.8754 0.0 0.0 0.1
H -2.0260 -3.7815 -2.1127 0.1 -0.1 0.0
O -2.0686 -3.9530 -1.1546 -0.1 0.0 -0.1
```
Forces are in eV/Å.

Löwdin atomic charge list, values in e, 8 entries: C -0.1345; N -0.2335; C -0.2432; C -0.2136; C -0.2685; C -0.2788; H 0.0706; H 0.0551



DFT (the ωB97M-V functional and the def2-TZVPD basis) results for an isolated ion of composition C7H12NO2SSi and charge -1.

Its charge is -1. Its structure (SMILES) is C[Si](C)(C)[C@]1(C(=O)[O-])N=CCS1. For the frontier orbital gap, the calculation gives 7.5 eV.

XYZ file:
```
24
Properties=species:S:1:pos:R:3:forces:R:3
C -0.7091 2.0906 1.2006 -0.3 -0.9 0.5
Si -1.0007 0.3287 0.4961 0.0 0.9 -1.9
C -2.5022 -0.7446 1.0970 2.5 -0.7 0.9
C -1.2617 0.7591 -1.4932 2.3 0.2 -0.1
C 0.6989 -0.5070 0.2579 0.3 -1.8 0.7
C 1.1158 -0.8711 1.7809 0.1 0.5 -1.3
O 0.0869 -0.6823 2.4509 -1.6 0.4 1.2
O 2.2375 -1.1952 2.1320 0.5 -0.3 -0.4
N 1.6355 0.3599 -0.2775 1.2 0.8 -0.7
C 2.3997 -0.0377 -1.2135 0.7 3.1 1.0
C 2.2286 -1.3867 -1.7627 -0.5 -1.7 -1.9
S 0.7349 -2.0753 -0.8513 1.0 0.8 0.2
H -1.2156 2.1315 2.1679 0.1 0.3 0.1
H 0.3535 2.1384 1.3840 0.4 0.0 0.2
H -0.9413 2.9767 0.6111 -0.4 -0.3 -0.3
H -3.5254 -0.6003 0.9748 -1.7 1.1 -0.9
H -2.2954 -1.7054 0.5995 0.0 0.0 0.3
H -2.4233 -0.9216 2.1949 0.5 0.1 -0.8
H -1.6761 -0.0937 -1.9837 -0.6 -0.7 -0.4
H -1.9422 1.5781 -1.5549 -0.8 0.7 -0.2
H -0.3384 1.0508 -2.2316 -1.8 -0.6 2.3
H 3.2679 0.7398 -1.4551 -1.7 -2.0 0.0
H 1.8259 -1.4450 -2.8587 1.4 0.4 1.7
H 3.2463 -1.8878 -1.6653 -1.5 -0.1 -0.1
```
Forces are in eV/Å.

Löwdin atomic charge list, values in e, 8 entries: C -0.1788; Si 0.6048; C -0.1647; C -0.2135; C -0.6688; C -0.7407; O -0.0815; O -0.0086



DFT (the ωB97M-V functional and the def2-TZVPD basis) results for a 2-piece molecular cluster, C5H9NO overall.

For the frontier orbital gap, the calculation gives 9.5 eV.

XYZ file:
```
16
Properties=species:S:1:pos:R:3:forces:R:3
C 0.4688 0.9897 1.9053 0.0 0.0 0.1
C 0.1250 0.3518 0.5560 0.1 0.0 0.0
C 0.6753 -1.0740 0.4228 0.1 -0.1 0.0
C -0.2443 -0.8744 -2.6858 -0.1 0.3 -0.2
O -0.9022 0.2546 -2.7105 0.0 -0.3 0.0
C -1.3241 0.3555 0.3021 -1.0 0.0 -0.3
N -2.4481 0.3538 0.0201 1.1 0.0 0.3
H 1.5576 1.0395 2.0045 -0.2 0.0 0.0
H 0.0794 0.3830 2.7293 0.0 0.1 -0.1
H 0.0652 2.0026 1.9952 0.1 -0.2 0.0
H 0.5474 0.9683 -0.2482 0.0 -0.1 0.1
H 1.7700 -1.0399 0.4353 -0.2 0.0 0.0
H 0.3403 -1.6919 1.2617 0.0 0.1 -0.1
H 0.3403 -1.5389 -0.5145 0.1 0.1 0.3
H 0.6483 -0.6514 -3.3225 -0.1 0.0 0.0
H -1.6990 0.1717 -2.1508 0.1 0.0 0.0
```
Forces are in eV/Å.

Löwdin atomic charge list, values in e, 8 entries: C -0.0690; C -0.4187; C -0.0745; C 0.0017; O -0.0647; C -0.2033; N 0.1596; H 0.0834



Values for energy relative to the best compared isomer or geometry (same formula, charge and spin), eV, ordered as above
1.877; 1.579; 0.520; 0.296; 2.079; 0.000; 3.824